# 1
{
  "formula": "C6H13NO",
  "method": "wB97M-V/def2-TZVPD",
  "max_force_ev_per_a": 2.61,
  "homo_lumo_gap_ev": 8.697,
  "e_above_lowest_kcal_mol": 62.4,
  "smiles": "C/C=C/N.C=CCO",
  "lumo_energy_ev": 0.93,
  "e_homo_ha": -0.28534,
  "species": ["C", "O", "C", "C", "H", "H", "H", "H", "H", "H", "C", "C", "C", "N", "H", "H", "H", "H", "H", "H", "H"],
  "positions_angstrom": [[-0.1516, 0.8477, 2.1528], [0.1970, 0.1317, 3.3289], [-1.1900, 0.0335, 1.4147], [-2.4084, 0.4736, 0.9532], [0.7213, 0.8951, 1.5363], [-0.4441, 1.8834, 2.4020], [0.9389, 0.6056, 3.7821], [-0.9496, -1.0406, 1.3373], [-3.2039, -0.1022, 0.4713], [-2.6807, 1.5013, 1.1033], [-0.2784, 1.1616, -1.9845], [0.3225, -0.1714, -1.6035], [1.3721, -0.6680, -2.2818], [1.9460, -1.9384, -2.0988], [0.3194, 1.5930, -2.7898], [-1.3304, 1.0165, -2.2650], [-0.2058, 1.8778, -1.1798], [-0.1771, -0.7979, -0.8592], [1.8848, -0.0316, -3.0208], [2.5284, -2.3285, -2.8017], [1.4038, -2.6198, -1.5604]]
}



# 2
{
  "formula": "C13H16O4S",
  "method": "wB97M-V/def2-TZVPD",
  "max_force_ev_per_a": 14.50,
  "homo_lumo_gap_ev": 8.910,
  "e_above_lowest_kcal_mol": 196.0,
  "lumo_energy_ev": 0.13,
  "e_homo_ha": -0.32271,
  "species": ["C", "C", "H", "H", "O", "C", "C", "C", "C", "C", "C", "H", "H", "C", "O", "C", "H", "H", "S", "C", "H", "C", "C", "O", "O", "H", "H", "H", "H", "H", "H", "H", "H", "H"],
  "positions_angstrom": [[3.3725, 0.8567, -4.5477], [1.8213, 1.1966, -4.7946], [1.3526, 1.9624, -4.1949], [1.7292, 1.4667, -5.9537], [1.0209, 0.2407, -4.8009], [0.7629, -0.3616, -3.5889], [0.1372, -1.5843, -3.5501], [-0.6460, -2.0226, -2.3590], [-0.3589, -1.3802, -1.1789], [0.4786, -0.1783, -1.1189], [0.8424, 0.0895, -2.3966], [1.3892, 1.1462, -2.4655], [0.7140, 0.5328, -0.2673], [-0.8348, -2.0845, 0.1680], [-1.4140, -3.0101, 0.1188], [-0.5565, -1.2447, 1.3796], [0.4810, -0.8126, 1.6472], [-0.9821, -1.7910, 2.2232], [-1.7828, 0.3334, 1.3722], [-0.6571, 1.2969, 2.4688], [-1.1504, 2.4643, 2.2233], [-0.8626, 0.8088, 3.8418], [-0.0710, 1.6422, 4.8564], [1.0947, 2.1615, 4.5179], [-0.8070, 1.7624, 6.0350], [0.0450, 2.2502, 6.7655], [-1.8850, 1.2943, 4.2147], [-0.8429, -0.1716, 4.0794], [0.4579, 1.3218, 2.1680], [-1.0456, -2.9846, -2.2186], [-0.3978, -2.1439, -4.4321], [3.8208, 1.8769, -4.8743], [3.4283, 0.5679, -3.5419], [3.7526, 0.2012, -5.2770]]
}



# 3
{
  "formula": "C32H34F8N2O24",
  "method": "wB97M-V/def2-TZVPD",
  "max_force_ev_per_a": 7.76,
  "homo_lumo_gap_ev": 8.357,
  "e_above_lowest_kcal_mol": 0.0,
  "smiles": "O=C1OC[C@@H](F)O1.O=C1OC[C@@H](F)O1.O=C1OC[C@@H](F)O1.O=C1OC[C@@H](F)O1.O=C1OC[C@@H](F)O1.O=C1OC[C@@H](F)O1.O=C1OC[C@@H](F)O1.O=C1OC[C@@H](F)O1.c1cc[nH]c1.c1cc[nH]c1",
  "lumo_energy_ev": 0.18,
  "e_homo_ha": -0.30048,
  "species": ["C", "C", "O", "C", "O", "O", "F", "H", "H", "H", "C", "C", "O", "C", "O", "O", "F", "H", "H", "H", "C", "C", "O", "C", "O", "O", "F", "H", "H", "H", "C", "C", "O", "C", "O", "O", "F", "H", "H", "H", "C", "C", "O", "C", "O", "O", "F", "H", "H", "H", "C", "C", "O", "C", "O", "O", "F", "H", "H", "H", "C", "C", "O", "C", "O", "O", "F", "H", "H", "H", "C", "C", "O", "C", "O", "O", "F", "H", "H", "H", "N", "C", "C", "C", "C", "H", "H", "H", "H", "H", "N", "C", "C", "C", "C", "H", "H", "H", "H", "H"],
  "positions_angstrom": [[-7.5629, -14.2022, 16.5772], [-8.1105, -14.9724, 15.3639], [-7.6831, -14.1309, 14.2852], [-6.9275, -13.1454, 14.6856], [-6.4691, -12.2547, 13.9781], [-6.8444, -13.1669, 16.0266], [-9.4625, -15.1626, 15.4692], [-6.9421, -14.8276, 17.2188], [-8.4264, -13.8752, 17.1564], [-7.5807, -15.9239, 15.3171], [-5.8793, -9.8016, 17.2673], [-7.0431, -9.5001, 18.1694], [-8.0005, -8.9363, 17.3834], [-7.3816, -8.4308, 16.3279], [-7.9889, -7.8514, 15.4557], [-6.0937, -8.8390, 16.2904], [-6.6861, -8.5642, 19.0749], [-6.0703, -10.8047, 16.8860], [-4.8879, -9.7915, 17.7202], [-7.3777, -10.3650, 18.7423], [-12.1929, -11.5762, 18.4463], [-10.6618, -11.1232, 18.4345], [-10.1378, -12.4167, 18.4051], [-10.9637, -13.3409, 18.7187], [-10.6406, -14.5460, 18.8827], [-12.0749, -12.8652, 19.0171], [-10.2866, -10.5309, 19.6003], [-12.5302, -11.5862, 17.4099], [-12.8843, -10.9515, 19.0118], [-10.3393, -10.5486, 17.5662], [-10.7085, -13.8574, 12.1769], [-11.5611, -12.6401, 11.7372], [-12.8041, -13.3138, 11.7043], [-12.8130, -14.2505, 12.6353], [-13.8481, -14.8670, 13.0198], [-11.6284, -14.3734, 13.1580], [-11.1988, -12.3031, 10.4994], [-9.7888, -13.6377, 12.7192], [-10.6487, -14.4831, 11.2864], [-11.4284, -11.7534, 12.3571], [-12.2891, -15.7650, 15.8335], [-13.2928, -16.6991, 16.5004], [-14.3256, -15.8036, 16.7945], [-14.0036, -14.5458, 16.4643], [-14.7676, -13.6256, 16.4949], [-12.7665, -14.4660, 16.0346], [-12.7537, -17.1111, 17.6214], [-12.2198, -16.0613, 14.7868], [-11.3193, -15.9399, 16.2993], [-13.6033, -17.5990, 15.9695], [-12.4950, -5.9682, 14.6636], [-13.5438, -5.3742, 15.6158], [-13.4455, -6.1935, 16.7712], [-12.6072, -7.2433, 16.5106], [-12.3011, -8.1905, 17.1985], [-12.2601, -7.2142, 15.2304], [-14.7104, -5.5418, 14.9986], [-11.5715, -5.3970, 14.5698], [-13.0560, -6.0307, 13.7312], [-13.4053, -4.2975, 15.7139], [-6.7793, -10.5201, 10.2260], [-7.5731, -10.1817, 11.4329], [-8.8439, -10.0223, 10.8453], [-8.8921, -10.4602, 9.5933], [-9.9187, -10.5494, 8.9035], [-7.7225, -10.9233, 9.2438], [-7.1552, -9.0068, 11.9408], [-6.2147, -11.4450, 10.3435], [-6.1831, -9.6626, 9.9139], [-7.5690, -10.9972, 12.1560], [-15.9978, -10.9437, 11.4913], [-16.9970, -9.8437, 11.7241], [-16.1728, -8.7573, 12.0188], [-15.0385, -9.1639, 12.6476], [-14.3184, -8.5079, 13.3712], [-14.9083, -10.5142, 12.3396], [-17.8120, -10.2067, 12.7357], [-15.6650, -10.9893, 10.4544], [-16.2319, -11.9287, 11.8950], [-17.6290, -9.6430, 10.8591], [-10.8624, -4.6450, 11.7442], [-10.7728, -5.6407, 10.8307], [-9.9616, -6.6471, 11.3846], [-9.4227, -6.1396, 12.5966], [-10.0042, -4.8726, 12.7167], [-11.4191, -3.8101, 11.6296], [-11.3635, -5.6205, 9.9268], [-9.8441, -7.6106, 10.9110], [-8.8872, -6.7460, 13.3121], [-9.9514, -4.1661, 13.5318], [-11.6784, -10.0224, 14.4337], [-11.8446, -11.3132, 14.8471], [-10.6563, -11.8706, 15.2832], [-9.7042, -10.8838, 14.9600], [-10.3700, -9.8050, 14.4539], [-12.3605, -9.4423, 13.9666], [-12.8340, -11.7457, 14.8247], [-10.4717, -12.8818, 15.6148], [-8.6273, -10.9592, 14.9277], [-9.8871, -8.8838, 14.1628]]
}



# 4
{
  "formula": "C29H58O13",
  "method": "wB97M-V/def2-TZVPD",
  "max_force_ev_per_a": 2.08,
  "homo_lumo_gap_ev": 10.080,
  "e_above_lowest_kcal_mol": 0.0,
  "smiles": "CCOC(C)=O.CCOC(C)=O.CCOC(C)=O.CCOC(C)=O.CCOC(C)=O.CC(C)=O.CC(C)=O.CC(C)=O",
  "lumo_energy_ev": 0.52,
  "e_homo_ha": -0.35129,
  "species": ["O", "C", "O", "C", "C", "C", "H", "H", "H", "H", "H", "H", "H", "H", "O", "C", "O", "C", "C", "C", "H", "H", "H", "H", "H", "H", "H", "H", "O", "C", "O", "C", "C", "C", "H", "H", "H", "H", "H", "H", "H", "H", "O", "C", "O", "C", "C", "C", "H", "H", "H", "H", "H", "H", "H", "H", "O", "C", "O", "C", "C", "C", "H", "H", "H", "H", "H", "H", "H", "H", "C", "C", "O", "C", "H", "H", "H", "H", "H", "H", "C", "C", "O", "C", "H", "H", "H", "H", "H", "H", "C", "C", "O", "C", "H", "H", "H", "H", "H", "H"],
  "positions_angstrom": [[0.2575, -3.6426, -1.1148], [1.0122, -4.5695, -0.9081], [0.9059, -5.7300, -1.5423], [1.6652, -6.9080, -1.4555], [1.1031, -7.8968, -2.3984], [2.0626, -4.4830, 0.1708], [1.7110, -7.3806, -0.4648], [2.7072, -6.6864, -1.7219], [1.7573, -8.8163, -2.5100], [0.9717, -7.4972, -3.4109], [0.1468, -8.2601, -2.0238], [1.6600, -5.1658, 0.9381], [2.0470, -3.4853, 0.6170], [3.0478, -4.8028, -0.2240], [-0.8158, -5.8621, 2.0442], [-1.9606, -5.8073, 1.6964], [-2.6300, -4.7038, 1.3595], [-1.9377, -3.3984, 1.3957], [-2.7901, -2.5244, 0.4577], [-2.8141, -7.0111, 1.4463], [-0.9081, -3.5382, 1.0429], [-1.9924, -3.2032, 2.4392], [-2.5864, -1.4110, 0.5519], [-3.8092, -2.8037, 0.6535], [-2.4730, -2.8384, -0.5173], [-2.7248, -7.7408, 2.2697], [-2.3667, -7.4499, 0.5568], [-3.8549, -6.6334, 1.4309], [1.3539, 4.1612, 1.8869], [1.3347, 5.1774, 1.2024], [1.1834, 6.4040, 1.7305], [0.8016, 6.5112, 3.0783], [2.0381, 6.7459, 3.9779], [1.3770, 5.2940, -0.2548], [0.2771, 5.5943, 3.3383], [0.1502, 7.3812, 3.1169], [2.6726, 7.5112, 3.5054], [2.6050, 5.8518, 4.1588], [1.7264, 7.0593, 5.0043], [1.1347, 4.3560, -0.7412], [2.4198, 5.5144, -0.5503], [0.7244, 6.1013, -0.6758], [3.4038, 3.8352, -2.7491], [2.5400, 2.9987, -2.8386], [2.4305, 1.9073, -2.0009], [3.4534, 1.8897, -1.0217], [3.4883, 0.6142, -0.2076], [1.4537, 3.0969, -3.9035], [3.3569, 2.7918, -0.4085], [4.3768, 2.0087, -1.5514], [3.7067, -0.2577, -0.8895], [2.5555, 0.3563, 0.3519], [4.2561, 0.6457, 0.5664], [1.6563, 4.0203, -4.4650], [0.4708, 3.1461, -3.3964], [1.4815, 2.1666, -4.4670], [-1.6507, 5.7985, 0.8293], [-2.5570, 5.1602, 0.3489], [-3.2599, 4.2252, 0.9941], [-2.7706, 3.8106, 2.2278], [-3.6815, 2.7435, 2.7416], [-2.9195, 5.2165, -1.1179], [-2.7679, 4.6542, 2.9035], [-1.7137, 3.4561, 2.2080], [-4.5646, 3.2029, 3.1519], [-3.1900, 2.3161, 3.6071], [-4.0058, 2.0462, 1.9517], [-3.9837, 5.2405, -1.2379], [-2.5345, 4.3494, -1.6310], [-2.5249, 6.1066, -1.6528], [0.7763, -1.7217, -4.9548], [-0.1790, -0.6988, -5.5175], [0.2614, 0.4052, -5.7313], [-1.5967, -1.0186, -5.7666], [1.6573, -1.1399, -4.6379], [1.0324, -2.4515, -5.6769], [0.3538, -2.2639, -4.1268], [-1.9520, -0.2405, -6.4147], [-2.1128, -1.1306, -4.8246], [-1.6846, -2.0337, -6.1366], [-0.6440, -0.8359, 3.9206], [0.4953, -1.8413, 3.6943], [0.5619, -2.5171, 2.7036], [1.4367, -2.1049, 4.8500], [-1.2707, -1.2089, 4.7463], [-1.2378, -0.7058, 3.0444], [-0.1916, 0.1494, 4.1622], [1.7646, -1.3024, 5.5293], [2.2794, -2.5712, 4.4193], [0.9343, -2.8520, 5.4811], [-0.2745, 0.1675, -1.8416], [-0.5466, 1.2781, -0.8857], [-0.7118, 2.4426, -1.2121], [-0.5693, 0.9054, 0.5842], [-0.3382, 0.5657, -2.8313], [-0.9145, -0.7251, -1.6942], [0.7400, -0.1041, -1.6980], [0.0857, 1.6413, 1.0700], [-0.2766, -0.0986, 0.8190], [-1.5748, 1.0516, 1.0266]]
}